# 1
The following is a quantum chemistry calculation of a cluster of 15 separate species, C4H38N2O15 in total in a non-equilibrium geometry, from the Open Molecules 2025 dataset.

Summary:
Kohn-Sham gap: 9.3 eV
ΔE to the lowest compared entry with this formula, charge and spin: 748.6 kJ/mol

Element x y z (Å)
C (0.8748, 1.0739, 0.3331)
C (-0.0711, 0.1351, 1.0521)
N (-0.9324, 1.0122, 1.8549)
C (-2.3859, 0.5589, 1.7754)
C (-2.8624, 0.7076, 0.2943)
N (-2.8042, 1.9407, -0.1558)
O (-2.9983, -0.2390, -0.4799)
H (0.4296, 1.7065, -0.3494)
H (1.3495, 1.6600, 1.1758)
H (1.7864, 0.4977, 0.0363)
H (-0.8128, -0.4412, 0.3956)
H (0.4588, -0.5607, 1.7399)
H (-0.6713, 1.2436, 2.7541)
H (-2.5616, -0.3571, 2.4026)
H (-3.0015, 1.2432, 2.4670)
H (-3.1110, 2.6266, 0.4392)
H (-2.7670, 2.0995, -1.1893)
H (3.7585, -0.0668, 1.8265)
H (2.6794, -0.5024, 2.6654)
O (3.5118, -0.0386, 2.8201)
H (0.7619, 3.9653, -0.3158)
H (2.1460, 4.3664, 0.2141)
O (1.6500, 4.0530, -0.3924)
H (-1.5900, -4.0506, 2.4036)
H (-2.5752, -3.1252, 1.9291)
O (-1.7398, -3.6262, 1.6264)
H (3.2572, 2.5107, -2.8494)
H (2.1954, 2.8545, -1.7693)
O (2.7361, 2.1301, -2.1696)
H (-0.8402, 1.9295, -1.8801)
H (-1.7916, 1.1257, -2.7449)
O (-1.6257, 2.0895, -2.5009)
H (2.8225, 2.0588, 3.1503)
H (1.5043, 2.7451, 2.4078)
O (2.5185, 2.7458, 2.4997)
H (-1.1305, 4.3662, 1.6205)
H (-0.8984, 2.9022, 0.8782)
O (-0.4616, 3.6534, 1.2676)
H (1.5927, -0.4549, -4.2867)
H (0.6058, -1.5675, -4.0697)
O (1.4482, -1.4121, -4.2349)
H (0.8054, -4.0391, 1.2171)
H (1.7297, -3.7036, 2.2093)
O (0.9152, -4.2388, 2.1611)
H (3.8979, -0.7956, -0.3629)
H (3.6967, 0.5781, -0.5126)
O (3.9913, -0.0791, 0.1510)
H (-0.6059, -4.7511, -1.2132)
H (-1.1270, -4.0463, -0.1282)
O (-0.3448, -4.1455, -0.5521)
H (-3.3336, -1.9978, 0.3257)
H (-4.6945, -1.6059, -0.1067)
O (-4.1916, -2.3972, 0.2165)
H (-2.3955, -0.6458, -4.1320)
H (-2.5073, -1.0544, -2.5449)
O (-1.8792, -0.7990, -3.2645)
H (2.1299, -3.0030, -0.9148)
H (2.4607, -2.2212, -2.1418)
O (2.6163, -2.3229, -1.3193)

# 2
The following is a quantum chemistry calculation of a structure of composition C14H14N6OS in a non-equilibrium geometry, from the Open Molecules 2025 dataset.

Summary:
Kohn-Sham gap: 8.0 eV
ΔE to the lowest compared entry with this formula, charge and spin: 1477.2 kJ/mol

Element x y z (Å)
C (-1.4612, -1.5308, -1.6289)
C (-0.3773, -2.0942, -0.7539)
N (-0.6489, -3.1285, -0.1100)
N (0.1495, -3.6673, 0.6550)
S (1.4572, -2.8433, 0.5580)
C (0.6646, -1.6637, -0.3674)
C (1.2818, -0.5276, -0.8514)
O (1.1045, -0.0609, -2.2927)
N (2.2518, 0.2893, -0.3750)
C (2.3572, 0.3047, 1.1559)
H (3.2545, 0.2897, 1.5582)
C (1.8321, 1.8930, 1.4645)
N (1.1798, 2.2163, 0.3914)
C (-0.1100, 2.0406, 0.4012)
N (-0.5673, 1.0680, 1.1609)
C (-1.8661, 0.6140, 1.3699)
C (-2.6752, 0.8742, 0.3204)
C (-2.3172, 1.9135, -0.6082)
C (-0.8866, 2.5417, -0.7044)
H (-0.6860, 3.2160, -1.2368)
H (-3.0110, 2.3062, -1.5418)
C (-4.1349, 0.6061, 0.4015)
N (-5.0831, 0.1883, 0.2801)
H (-2.1350, -0.0108, 2.1897)
C (1.9801, 2.8280, -0.9011)
H (1.4370, 2.8392, -1.5419)
H (2.5909, 3.3722, -0.4857)
C (2.9381, 1.5939, -0.9307)
H (3.8070, 1.5428, -0.3406)
H (3.0444, 1.2014, -1.8948)
H (1.3538, 1.8975, 2.4287)
H (2.7916, 2.3914, 1.5889)
H (1.6173, -0.2944, 1.6068)
H (-2.5139, -1.5837, -1.2669)
H (-1.6325, -2.2764, -2.5568)
H (-1.1438, -0.3589, -2.0403)

# 3
The following is a quantum chemistry calculation of a cluster of 8 separate species, C34H63FIN7O3PS in total in a non-equilibrium geometry, from the Open Molecules 2025 dataset.

Summary:
net charge: +1
Kohn-Sham gap: 8.6 eV

Element x y z (Å)
C (-0.8576, 1.7920, 1.9589)
C (0.1782, 2.8612, 2.3236)
F (0.4706, 3.7124, 1.2818)
C (1.5221, 2.2242, 2.7727)
S (1.2582, 1.3449, 4.3748)
C (0.8944, -0.4401, 4.1319)
C (2.0474, -1.2996, 3.5809)
C (2.3232, -1.1313, 2.0584)
I (1.3896, -3.3660, 3.8773)
P (3.1435, 1.5618, 5.3763)
O (3.2513, 0.7090, 6.5579)
O (4.3407, 1.4142, 4.3002)
O (3.1353, 3.1187, 5.8072)
H (-0.4443, 1.1260, 1.1882)
H (-1.7878, 2.2830, 1.6413)
H (-1.1223, 1.2083, 2.8560)
H (-0.2250, 3.4120, 3.1930)
H (2.2192, 3.0437, 3.0252)
H (2.0098, 1.5911, 2.0220)
H (0.6489, -0.8252, 5.1371)
H (-0.0172, -0.5906, 3.5326)
H (2.9506, -1.2197, 4.2014)
H (3.2125, -0.4803, 1.9666)
H (1.4751, -0.5777, 1.6251)
H (2.5080, -2.0763, 1.5419)
H (4.8484, 2.2475, 4.3546)
H (3.4275, 3.1893, 6.7331)
C (7.0311, 1.2678, 0.5967)
C (7.3478, 0.3435, 1.7669)
C (7.5226, -1.1180, 1.3477)
C (6.2818, -1.7026, 0.8397)
N (5.3082, -2.1610, 0.4393)
H (6.0756, 1.0138, 0.1335)
H (6.9688, 2.3017, 0.9334)
H (7.8076, 1.2115, -0.1681)
H (6.5572, 0.4242, 2.5186)
H (8.2723, 0.6798, 2.2412)
H (7.8569, -1.7025, 2.2075)
H (8.3035, -1.1995, 0.5892)
C (-0.1722, -7.7812, 7.5547)
C (-1.2149, -7.2085, 6.6014)
C (-0.9914, -7.6276, 5.1455)
C (0.2457, -7.0775, 4.5928)
N (1.2214, -6.6521, 4.1613)
H (0.8270, -7.4056, 7.3264)
H (-0.4053, -7.4998, 8.5819)
H (-0.1492, -8.8713, 7.5015)
H (-1.2192, -6.1189, 6.6807)
H (-2.2033, -7.5529, 6.9119)
H (-1.8295, -7.2804, 4.5376)
H (-0.9751, -8.7165, 5.0664)
C (-3.3533, 2.8430, -2.1431)
C (-1.9269, 2.3566, -2.3665)
C (-1.8407, 0.8545, -2.6543)
C (-2.2464, 0.0442, -1.5073)
N (-2.5676, -0.5913, -0.6064)
H (-3.8001, 2.3832, -1.2581)
H (-3.3633, 3.9228, -1.9990)
H (-3.9831, 2.6131, -3.0039)
H (-1.3164, 2.6067, -1.4932)
H (-1.5021, 2.8967, -3.2153)
H (-0.8132, 0.5942, -2.9166)
H (-2.4579, 0.6005, -3.5180)
C (-3.4009, -3.5586, -2.0669)
C (-4.1478, -4.8813, -1.9348)
C (-4.9955, -5.2140, -3.1654)
C (-6.0970, -4.2696, -3.3526)
N (-6.9586, -3.5262, -3.5018)
H (-4.0906, -2.7163, -2.1435)
H (-2.7719, -3.3922, -1.1922)
H (-2.7584, -3.5559, -2.9476)
H (-4.7773, -4.8563, -1.0421)
H (-3.4209, -5.6839, -1.7871)
H (-5.4113, -6.2181, -3.0566)
H (-4.3685, -5.2278, -4.0596)
C (-7.1437, 7.0051, -2.2586)
C (-6.1077, 6.9490, -1.1420)
C (-4.7563, 7.5449, -1.5471)
C (-4.0993, 6.7674, -2.5978)
N (-3.5874, 6.1616, -3.4278)
H (-6.8398, 6.4019, -3.1159)
H (-8.1005, 6.6200, -1.9052)
H (-7.2986, 8.0310, -2.5985)
H (-5.9785, 5.9133, -0.8191)
H (-6.4865, 7.5047, -0.2815)
H (-4.1005, 7.5768, -0.6743)
H (-4.8859, 8.5763, -1.8813)
C (3.0789, 6.0938, -2.9958)
C (2.4926, 4.8032, -2.4356)
C (2.7742, 4.6154, -0.9420)
C (4.1972, 4.4349, -0.6569)
N (5.3144, 4.2957, -0.4329)
H (4.1686, 6.0973, -2.9341)
H (2.8061, 6.2073, -4.0450)
H (2.7016, 6.9635, -2.4540)
H (2.8827, 3.9531, -2.9997)
H (1.4106, 4.8141, -2.5847)
H (2.2334, 3.7371, -0.5837)
H (2.3940, 5.4708, -0.3792)
C (-1.4735, -4.8473, -7.1030)
C (-0.2258, -3.9728, -7.1486)
C (0.4491, -3.8197, -5.7825)
C (-0.3874, -3.0912, -4.8292)
N (-1.0475, -2.5263, -4.0783)
H (-2.2500, -4.4026, -6.4772)
H (-1.8855, -4.9696, -8.1049)
H (-1.2424, -5.8400, -6.7107)
H (-0.4860, -2.9909, -7.5496)
H (0.4918, -4.4180, -7.8405)
H (1.3908, -3.2804, -5.9041)
H (0.6990, -4.8015, -5.3750)

# 4
The following is a quantum chemistry calculation of the molecule C20H24F2N4O2S, from the Open Molecules 2025 dataset.

Summary:
Kohn-Sham gap: 9.3 eV
SMILES: CC(C)c1nc(CNC(=O)C[C@@H]2C(=O)NCCN2Cc2cccc(F)c2F)cs1
ΔE to the lowest compared entry with this formula, charge and spin: 11.0 kJ/mol

Element x y z (Å)
C (-0.1272, 4.5896, 4.3691)
C (-0.3616, 3.9751, 2.9888)
C (0.7838, 4.3266, 2.0361)
C (-0.5075, 2.4978, 3.0943)
N (-1.5110, 1.8248, 2.6720)
C (-1.3892, 0.4889, 2.8890)
C (-2.4552, -0.4488, 2.4006)
N (-1.8992, -1.4493, 1.5158)
C (-1.9327, -1.3076, 0.1700)
O (-2.6089, -0.4729, -0.3966)
C (-1.0374, -2.2902, -0.5610)
C (0.4039, -1.7242, -0.7134)
C (1.0000, -1.5921, 0.6859)
O (0.8926, -2.4941, 1.5025)
N (1.6493, -0.4601, 0.9917)
C (1.6859, 0.7254, 0.1728)
C (0.4773, 0.7015, -0.7552)
N (0.5612, -0.5264, -1.5154)
C (-0.1931, -0.5195, -2.7590)
C (0.2556, -1.6422, -3.6552)
C (1.6079, -1.9350, -3.7978)
C (2.0380, -2.9576, -4.6217)
C (1.1227, -3.7144, -5.3339)
C (-0.2235, -3.4310, -5.2055)
F (-1.1228, -4.1573, -5.8914)
C (-0.6560, -2.4058, -4.3724)
F (-1.9746, -2.1585, -4.2648)
C (-0.2325, 0.1242, 3.5071)
S (0.7460, 1.5022, 3.8287)
H (-0.0659, 5.6720, 4.2901)
H (-0.9428, 4.3370, 5.0426)
H (0.8034, 4.2188, 4.7948)
H (-1.3014, 4.3533, 2.5749)
H (1.7252, 3.9329, 2.4159)
H (0.8728, 5.4060, 1.9451)
H (0.5982, 3.9108, 1.0479)
H (-3.1887, 0.1254, 1.8303)
H (-2.9476, -0.9445, 3.2430)
H (-1.2325, -2.0971, 1.9120)
H (-0.9594, -3.2208, 0.0007)
H (-1.4599, -2.5014, -1.5413)
H (0.9884, -2.5173, -1.2057)
H (2.0683, -0.4237, 1.9107)
H (2.6062, 0.7456, -0.4238)
H (1.6653, 1.6055, 0.8198)
H (-0.4484, 0.7920, -0.1691)
H (0.5280, 1.5461, -1.4440)
H (0.0359, 0.4259, -3.2631)
H (-1.2792, -0.5519, -2.5997)
H (2.3168, -1.3424, -3.2414)
H (3.0916, -3.1691, -4.7160)
H (1.4318, -4.5159, -5.9851)
H (0.1023, -0.8563, 3.7807)

# 5
The following is a quantum chemistry calculation of a structure of composition C17H23N2O8RuS2Si in a non-equilibrium geometry, from the Open Molecules 2025 dataset.

Summary:
expectation value of S²: 0.84
2S+1: 2
Kohn-Sham gap (alpha / beta): 6.6 / 7.1 eV
ΔE to the lowest compared entry with this formula, charge and spin: 291.3 kJ/mol

Element x y z (Å)
Ru (-0.2492, 0.4448, -0.0067)
O (-3.6567, -1.8691, -0.1050)
S (-2.2581, -1.5754, 0.0646)
O (-1.9920, -0.6110, 1.1376)
O (-1.5915, -1.1297, -1.1712)
C (-1.4855, -3.1510, 0.4833)
C (-2.3428, -4.2225, 0.6794)
C (-1.8404, -5.4879, 0.9330)
C (-0.4693, -5.6860, 0.9747)
C (0.3877, -4.6168, 0.7793)
C (-0.1204, -3.3502, 0.5372)
S (1.0806, -2.0201, 0.4941)
O (2.3637, -2.6146, 0.8089)
O (1.1188, -1.3543, -0.8194)
O (0.6451, -1.0658, 1.5225)
H (-3.4022, -4.0283, 0.6261)
H (-2.5140, -6.3153, 1.0937)
H (-0.0664, -6.6686, 1.1626)
H (1.4598, -4.7294, 0.8113)
C (3.3756, 0.1972, 1.9010)
C (2.6013, 1.0675, 0.9618)
O (1.4991, 1.5585, 1.2204)
N (3.2326, 1.3640, -0.1967)
C (2.5425, 2.0737, -1.2559)
C (1.9017, 1.1118, -2.2253)
C (2.6772, 0.3607, -3.0961)
C (2.0454, -0.5079, -3.9697)
C (0.6613, -0.5413, -3.9818)
C (-0.0374, 0.2308, -3.0674)
N (0.5741, 1.0135, -2.1862)
H (3.0233, 0.3456, 2.9158)
H (4.4402, 0.3968, 1.8272)
H (3.1788, -0.8420, 1.6269)
H (4.0408, 0.8193, -0.4549)
H (3.2616, 2.7199, -1.7693)
H (1.7532, 2.6757, -0.7868)
H (3.7519, 0.4500, -3.0758)
H (2.6198, -1.1431, -4.6296)
H (0.1308, -1.1739, -4.6740)
H (-1.1174, 0.2207, -3.0298)
C (-0.8950, 4.5835, 1.3509)
Si (-2.0532, 3.0741, 0.9111)
C (-3.7124, 3.7997, 0.2611)
C (-2.2514, 2.0582, 2.5190)
O (-1.3444, 2.2901, -0.2576)
H (-1.2120, 5.0433, 2.2773)
H (-0.9217, 5.3200, 0.5582)
H (0.1174, 4.2137, 1.4612)
H (-4.2452, 4.3190, 1.0482)
H (-4.3363, 2.9925, -0.1038)
H (-3.5377, 4.4867, -0.5579)
H (-2.2239, 2.6465, 3.4295)
H (-1.4323, 1.3377, 2.5376)
H (-3.1756, 1.4888, 2.5055)

# 6
The following is a quantum chemistry calculation of a structure of composition C5H11BrN4Si2 in a non-equilibrium geometry, from the Open Molecules 2025 dataset.

Summary:
Kohn-Sham gap (alpha / beta): 5.8 / 7.7 eV
ΔE to the lowest compared entry with this formula, charge and spin: 434.9 kJ/mol

Element x y z (Å)
C (0.9552, -2.5927, 0.9314)
C (-2.1025, 2.3695, -0.7966)
C (1.5580, -2.2112, 2.2943)
C (-2.9875, 1.2425, -0.2606)
C (1.3450, 0.0031, -2.0977)
N (0.7422, -1.9377, -0.1467)
N (-0.8891, 2.2982, -0.4783)
N (1.4240, -0.8604, 2.6377)
N (-2.0867, 0.4170, 0.6181)
Si (0.8066, -0.2595, -0.3090)
Si (-0.5535, 1.1181, 0.7425)
Br (-0.4317, 2.2500, 2.8112)
H (0.8033, -3.7817, 0.8472)
H (-2.5340, 3.0259, -1.5779)
H (0.9098, -2.9155, 2.9757)
H (2.5661, -2.5171, 2.2706)
H (-3.7962, 1.6022, 0.3550)
H (-3.4402, 0.5398, -0.9758)
H (1.4528, 1.0469, -2.4475)
H (2.4607, -0.1497, -1.9920)
H (0.8312, -0.7187, -2.7410)
H (2.2059, -0.5101, 3.1996)
H (-2.4353, -0.2378, 1.2933)